# C4H12

A 2-piece molecular cluster, C4H12 overall in a non-equilibrium geometry (ωB97M-V/def2-TZVPD, the OMol25 dataset).

XYZ file:
```
16
C4H12 (ωB97M-V/def2-TZVPD)
C 1.537 1.278 -0.023
C 0.415 1.654 -1.019
H 2.481 1.020 -0.352
H 1.661 2.157 0.633
H 1.037 0.599 0.548
H 0.260 2.626 -1.595
H 0.083 0.834 -1.711
H -0.486 1.516 -0.421
C -0.757 -1.672 -0.221
C -1.101 -1.257 1.187
H -0.467 -2.674 -0.075
H -1.619 -1.585 -0.877
H 0.093 -1.098 -0.593
H -1.600 -0.260 1.352
H -1.806 -1.928 1.709
H -0.199 -1.221 1.839
```

Computed properties:
* HOMO: -0.418 Eh
* charge: 0
* relative energy (zero: lowest compared OMol25 entry of this formula, charge and spin): 22.8 kcal per mole
* frontier orbital gap: 12.522 eV
* structure (SMILES): CC.CC
* LUMO energy: 0.04233 hartree


# C7H8

C7H8 as an isolated structure (ωB97M-V/def2-TZVPD, the OMol25 dataset).

XYZ file:
```
15
C7H8 (ωB97M-V/def2-TZVPD)
C 1.198 -1.038 -0.536
C 0.006 -0.284 0.072
C -0.133 -0.545 1.580
C 0.082 1.170 -0.222
C -0.182 2.290 -0.654
C -1.265 -0.461 -0.685
C -2.278 -0.224 -1.377
H 1.280 -0.828 -1.606
H 1.016 -2.109 -0.414
H 2.138 -0.781 -0.035
H 0.783 -0.284 2.122
H -0.978 0.014 1.990
H -0.332 -1.611 1.718
H -0.266 3.315 -0.951
H -1.070 1.377 -1.000
```

Computed properties:
* HOMO: -0.313 Eh
* charge: 0
* relative energy (zero: lowest compared OMol25 entry of this formula, charge and spin): 190.1 kcal per mole
* frontier orbital gap: 8.130 eV
* LUMO energy: -0.01379 hartree


# C26H21N5O4RuS2

C26H21N5O4RuS2 as an isolated structure (ωB97M-V/def2-TZVPD, the OMol25 dataset).

XYZ file:
```
59
C26H21N5O4RuS2 (ωB97M-V/def2-TZVPD)
Ru 0.474 0.783 -1.313
O -4.275 0.646 -1.246
C -3.075 1.243 -1.418
O -2.575 1.395 -2.494
C -2.480 1.685 -0.119
C -3.298 2.073 0.924
C -2.713 2.593 2.073
C -1.341 2.712 2.120
C -0.588 2.279 1.032
N -1.147 1.753 -0.058
C 0.934 2.444 1.043
O 1.433 3.005 2.008
O 1.525 1.995 0.005
H -4.573 0.400 -2.134
H -4.369 1.976 0.822
H -3.329 2.900 2.909
H -0.799 3.121 2.961
C 3.627 -1.882 0.418
C 3.289 -0.506 0.989
C 2.143 -0.537 1.960
C 2.389 -0.385 3.318
C 1.361 -0.413 4.247
C 0.063 -0.603 3.814
C -0.228 -0.766 2.461
C -1.672 -0.953 2.061
C -2.207 -2.347 2.391
C 0.820 -0.731 1.535
N 0.516 -0.823 0.145
C -0.037 -1.907 -0.303
C -0.614 -1.896 -1.592
C -1.259 -2.854 -2.383
C -1.649 -2.191 -3.545
C -1.229 -0.857 -3.413
N -0.621 -0.680 -2.239
H 4.473 -1.812 -0.268
H 2.788 -2.294 -0.143
H 3.884 -2.585 1.214
H 3.059 0.191 0.183
H 4.161 -0.100 1.506
H 3.409 -0.219 3.643
H 1.572 -0.270 5.299
H -0.753 -0.612 4.529
H -1.807 -0.753 0.997
H -2.272 -0.211 2.596
H -1.665 -3.119 1.843
H -3.264 -2.430 2.132
H -2.098 -2.563 3.455
H -0.087 -2.794 0.326
H -1.412 -3.892 -2.132
H -2.166 -2.609 -4.394
H -1.341 -0.035 -4.103
S 2.319 0.017 -2.321
C 2.549 1.059 -3.679
C 3.686 0.802 -4.506
N 4.600 0.571 -5.167
C 1.684 2.079 -3.946
S 0.297 2.370 -2.968
C 1.878 2.929 -5.082
N 2.011 3.613 -5.998
```

Computed properties:
* HOMO (spin up / spin down): -0.161 / -0.181 Eh
* charge: -1
* relative energy (zero: lowest compared OMol25 entry of this formula, charge and spin): 2.0 kcal per mole
* 2S+1: 2
* frontier orbital gap (spin up / spin down): 6.357 / 6.734 eV
* expectation value of S²: 0.76
* LUMO energy (spin up / spin down): 0.07230 / 0.06601 hartree


# C4H9N3O

C4H9N3O as an isolated structure in a non-equilibrium geometry (ωB97M-V/def2-TZVPD, the OMol25 dataset).

XYZ file:
```
17
C4H9N3O (ωB97M-V/def2-TZVPD)
C -2.033 -1.349 1.061
C -1.641 0.069 0.791
N -1.284 0.297 -0.600
N -1.580 0.954 1.687
O -0.715 1.442 -0.848
H -1.320 1.861 1.294
H -2.835 -1.653 0.386
H -2.367 -1.440 2.091
H -1.185 -2.016 0.893
C 2.900 0.446 -0.890
C 1.473 0.079 -0.681
N 0.836 -0.942 -0.775
H -0.615 -0.536 -0.948
H 0.614 1.136 -0.633
H 2.965 1.190 -1.689
H 3.294 0.887 0.025
H 3.491 -0.425 -1.163
```

Computed properties:
* HOMO (spin up / spin down): -0.336 / -0.336 Eh
* charge: 0
* relative energy (zero: lowest compared OMol25 entry of this formula, charge and spin): 116.0 kcal per mole
* frontier orbital gap (spin up / spin down): 8.083 / 8.090 eV
* LUMO energy (spin up / spin down): -0.03889 / -0.03884 hartree


# C27H23Cl5CoN3S2

C27H23Cl5CoN3S2 as an isolated structure in a non-equilibrium geometry (ωB97M-V/def2-TZVPD, the OMol25 dataset).

XYZ file:
```
61
C27H23Cl5CoN3S2 (ωB97M-V/def2-TZVPD)
Co 0.381 0.144 -0.097
C 0.517 -2.751 1.647
N -0.338 -1.583 1.472
C -1.657 -2.032 0.985
C -1.743 -2.288 -0.521
N -1.027 -1.306 -1.361
C 0.078 -1.987 -2.035
C -1.862 -0.582 -2.298
C -1.403 -0.493 -3.617
C -2.087 0.174 -4.617
C -3.288 0.795 -4.334
C -3.771 0.733 -3.045
C -3.106 0.058 -2.008
S -3.999 0.067 -0.509
C -0.511 -0.791 2.657
C -0.150 -1.242 3.919
C -0.358 -0.464 5.051
C -0.973 0.773 4.938
C -1.332 1.245 3.687
C -1.072 0.504 2.528
S -1.341 1.260 0.976
H 0.084 -3.476 2.351
H 1.502 -2.463 2.007
H 0.632 -3.249 0.686
H -2.392 -1.282 1.240
H -1.937 -2.960 1.507
H -2.801 -2.301 -0.783
H -1.336 -3.281 -0.735
H -0.281 -2.773 -2.718
H 0.722 -2.444 -1.287
H 0.674 -1.278 -2.597
H -0.464 -0.941 -3.907
H -1.667 0.203 -5.615
H -3.836 1.328 -5.102
H -4.702 1.220 -2.789
H 0.313 -2.212 4.051
H -0.037 -0.829 6.019
H -1.152 1.379 5.819
H -1.788 2.219 3.567
Cl 3.109 -0.581 -1.555
C 2.309 0.785 -2.302
C 1.085 1.194 -1.766
C 0.539 2.307 -2.417
Cl -0.969 2.950 -1.854
C 1.140 2.947 -3.501
Cl 0.408 4.326 -4.243
C 2.357 2.481 -3.990
Cl 3.128 3.266 -5.322
C 2.950 1.381 -3.383
Cl 4.467 0.789 -3.976
C 2.777 1.107 3.797
C 3.093 -0.025 3.062
C 2.674 -0.107 1.747
N 1.928 0.826 1.143
C 1.680 1.939 1.845
C 2.081 2.120 3.155
H 3.091 1.208 4.827
H 3.675 -0.827 3.498
H 2.983 -0.937 1.125
H 1.143 2.714 1.313
H 1.857 3.047 3.666
```

Computed properties:
* HOMO (spin up / spin down): -0.102 / -0.102 Eh
* charge: -1
* 2S+1: 4
* frontier orbital gap (spin up / spin down): 4.987 / 4.970 eV
* expectation value of S²: 3.76
* LUMO energy (spin up / spin down): 0.08152 / 0.08051 hartree


# C4H11N3O

A 2-piece molecular cluster, C4H11N3O overall in a non-equilibrium geometry (ωB97M-V/def2-TZVPD, the OMol25 dataset).

XYZ file:
```
19
C4H11N3O (ωB97M-V/def2-TZVPD)
C -0.063 1.010 -1.659
C 0.808 0.684 -0.472
O 1.869 1.258 -0.287
N 0.731 -0.773 -0.034
N 0.381 -1.739 -1.012
N 1.892 -1.178 0.695
H -0.800 0.282 -1.980
H 0.574 1.189 -2.526
H -0.586 1.929 -1.398
H 1.217 -2.177 -1.396
H -0.041 -2.508 -0.494
H 2.687 -0.634 0.350
H 1.770 -0.921 1.671
C -1.814 -0.062 1.122
C -1.258 1.107 1.588
H -2.482 -0.025 0.270
H -2.247 -0.766 1.826
H -1.383 2.051 1.078
H -1.254 1.274 2.657
```

Computed properties:
* HOMO: -0.329 Eh
* charge: 0
* relative energy (zero: lowest compared OMol25 entry of this formula, charge and spin): 114.6 kcal per mole
* frontier orbital gap: 9.593 eV
* structure (SMILES): CC(=O)N(N)N.C=C
* LUMO energy: 0.02390 hartree


# C3H5NO3P

C3H5NO3P as an isolated structure in a non-equilibrium geometry (ωB97M-V/def2-TZVPD, the OMol25 dataset).

XYZ file:
```
13
C3H5NO3P (ωB97M-V/def2-TZVPD)
C 0.137 1.393 0.940
C -0.718 -1.153 -1.276
C 0.708 1.573 2.092
N 0.067 -1.680 -0.257
O -1.377 -0.171 1.479
O -0.374 1.681 -0.068
O 0.567 -1.384 2.352
P -0.212 -1.026 1.159
H -1.635 -0.660 -0.931
H -0.300 -0.642 -2.125
H -1.226 -2.107 -1.595
H 0.204 0.911 2.835
H 1.715 1.940 2.204
```

Computed properties:
* HOMO: -0.168 Eh
* charge: -1
* relative energy (zero: lowest compared OMol25 entry of this formula, charge and spin): 41.6 kcal per mole
* frontier orbital gap: 8.482 eV
* LUMO energy: 0.14420 hartree


# B2CsF10NO4S2

B2CsF10NO4S2 as an isolated structure in a non-equilibrium geometry (ωB97M-V/def2-TZVPD, the OMol25 dataset).

XYZ file:
```
20
B2CsF10NO4S2 (ωB97M-V/def2-TZVPD)
Cs 0.861 0.041 0.185
N -1.899 -0.812 -0.266
S -3.212 -1.267 0.273
O -3.698 -2.547 -0.178
O -4.175 -0.227 0.687
F -2.548 -1.763 1.683
S -2.510 -0.009 -1.602
O -3.079 1.313 -1.435
O -3.053 -0.835 -2.671
F -1.043 0.360 -2.211
B 1.029 1.827 2.764
F 0.840 2.628 3.847
F -0.017 0.935 2.732
F 1.070 2.624 1.653
F 2.227 1.105 2.835
B 3.838 -0.695 -1.661
F 4.260 -0.718 -2.969
F 4.965 -0.781 -0.888
F 3.207 0.535 -1.392
F 2.939 -1.711 -1.386
```

Computed properties:
* HOMO: -0.195 Eh
* charge: -2
* relative energy (zero: lowest compared OMol25 entry of this formula, charge and spin): 22.7 kcal per mole
* frontier orbital gap: 9.839 eV
* LUMO energy: 0.16629 hartree


Going through the records in order, we get calculated total energy values of -159.54857, -271.22843, -2469.60236, -397.16572, -5687.10120, -398.37157, -739.17534, -2221.22577 Ha.